[1]
{
  "formula": "C10H4N2O4Pb",
  "method": "ωB97M-V/def2-TZVPD",
  "homo_lumo_gap_ev": 7.533,
  "total_charge": 2,
  "e_homo_ev": -17.17,
  "elements": ["O", "C", "Pb", "O", "C", "C", "O", "C", "O", "N", "C", "C", "C", "C", "C", "N", "C", "H", "H", "H", "H"],
  "coordinates": [[-3.64, 0.36, 0.84], [-2.61, 0.18, 0.41], [-0.27, -0.50, -0.62], [1.00, 3.98, 3.39], [0.80, 3.14, 2.64], [-0.72, -0.03, -3.16], [-0.78, 0.67, -4.08], [2.31, 0.22, -0.70], [3.46, 0.33, -0.77], [-3.11, -5.35, 2.78], [-2.12, -4.91, 2.33], [-0.91, -4.29, 1.74], [0.31, -4.97, 1.71], [1.43, -4.35, 1.18], [1.28, -3.08, 0.66], [0.11, -2.42, 0.70], [-0.99, -3.02, 1.19], [0.29, -5.98, 2.12], [2.40, -4.83, 1.17], [2.10, -2.50, 0.23], [-1.89, -2.40, 1.13]]
}

---

[2]
{
  "formula": "C10H4N2OS2",
  "method": "ωB97M-V/def2-TZVPD",
  "homo_lumo_gap_ev": [6.020, 7.676],
  "total_charge": 0,
  "multiplicity": 3,
  "e_homo_ev": [-6.65, -9.58],
  "elements": ["C", "C", "C", "C", "C", "C", "C", "C", "C", "C", "N", "N", "O", "S", "S", "H", "H", "H", "H"],
  "coordinates": [[3.36, -1.52, -0.16], [4.39, 0.58, 0.35], [0.27, 1.96, -0.12], [1.68, 1.87, -0.14], [-3.97, -1.94, -0.07], [-4.57, -0.76, 0.09], [-0.12, 0.68, 0.09], [-2.10, -0.25, -0.05], [2.00, 0.51, -0.10], [3.24, -0.14, 0.00], [3.44, -2.66, -0.30], [5.34, 1.15, 0.65], [0.84, -0.22, -0.01], [-2.23, -1.92, -0.17], [-3.52, 0.63, 0.19], [-0.33, 2.84, -0.11], [2.38, 2.68, -0.13], [-4.46, -2.89, -0.17], [-5.63, -0.59, 0.15]]
}